C24H60N4O12SSn2 | the ωB97M-V functional and the def2-TZVPD basis

Geometry (Å):
Sn  -1.772  1.880  -3.364
Sn  1.568  4.713  -0.420
S  0.328  1.570  -0.303
O  1.678  2.018  0.082
O  -0.406  1.187  0.890
O  -0.328  2.769  -0.956
O  0.317  0.458  -1.265
C  5.634  1.102  -0.035
O  4.631  0.130  0.140
C  3.908  -0.131  -1.045
C  3.256  -1.517  -1.018
N  2.015  -1.578  -0.217
C  1.400  -2.908  -0.297
C  0.049  -2.880  0.415
O  -0.710  -4.047  0.166
C  -1.412  -4.435  1.332
H  5.218  2.064  -0.353
H  6.367  0.759  -0.777
H  6.202  1.084  0.894
H  4.534  -0.020  -1.938
H  3.119  0.626  -1.133
H  4.035  -2.182  -0.649
H  2.932  -1.683  -2.057
H  1.403  -0.950  -0.736
H  2.070  -3.630  0.166
H  1.085  -3.061  -1.340
H  -0.504  -2.036  -0.026
H  0.189  -2.547  1.447
H  -0.776  -4.795  2.141
H  -2.077  -5.277  1.123
H  -2.112  -3.632  1.588
C  -3.381  -1.905  -4.441
O  -2.342  -1.112  -3.948
C  -1.163  -1.836  -3.496
C  0.045  -1.407  -4.264
N  0.500  -0.079  -3.824
C  1.677  0.381  -4.551
C  1.907  1.855  -4.136
O  0.833  2.600  -4.654
C  1.045  3.105  -5.969
H  -3.717  -2.672  -3.730
H  -3.241  -2.527  -5.332
H  -4.280  -1.308  -4.593
H  -1.350  -2.889  -3.724
H  -1.068  -1.820  -2.407
H  -0.265  -1.242  -5.299
H  0.846  -2.150  -4.248
H  0.533  0.049  -2.815
H  1.515  0.354  -5.626
H  2.509  -0.229  -4.187
H  2.889  2.111  -4.556
H  2.125  2.050  -3.083
H  0.319  3.895  -6.168
H  1.093  2.427  -6.819
H  1.963  3.697  -5.897
C  5.764  -1.008  3.481
O  4.503  -0.573  3.920
C  4.475  -0.200  5.273
C  3.042  0.157  5.643
N  2.601  1.465  5.182
C  1.422  2.006  5.848
C  0.296  0.976  5.896
O  -0.045  0.424  4.637
C  -1.392  0.548  4.242
H  6.121  -1.796  4.160
H  6.600  -0.302  3.441
H  5.754  -1.518  2.519
H  5.037  0.673  5.636
H  4.828  -1.040  5.880
H  2.917  0.069  6.731
H  2.369  -0.573  5.183
H  3.347  2.149  5.150
H  1.064  2.915  5.364
H  1.685  2.292  6.876
H  -0.523  1.660  6.161
H  0.361  0.231  6.688
H  -1.605  1.622  4.207
H  -2.139  0.043  4.863
H  -1.529  0.106  3.256
C  -4.106  -3.401  -0.641
O  -4.113  -2.157  0.047
C  -3.332  -1.113  -0.565
C  -3.880  0.208  -0.092
N  -2.998  1.323  -0.407
C  -3.342  2.558  0.321
C  -4.710  3.156  -0.028
O  -5.826  2.472  0.510
C  -7.031  2.682  -0.198
H  -3.071  -3.760  -0.600
H  -4.430  -3.335  -1.683
H  -4.775  -4.068  -0.105
H  -3.292  -1.116  -1.659
H  -2.429  -1.391  -0.010
H  -4.038  0.072  0.983
H  -4.866  0.375  -0.525
H  -2.096  1.291  0.083
H  -2.539  3.259  0.073
H  -3.225  2.574  1.412
H  -4.780  3.229  -1.123
H  -4.844  4.162  0.385
H  -6.972  2.211  -1.183
H  -7.269  3.738  -0.371
H  -7.819  2.308  0.450

Its HOMO-LUMO gap is 2.16 eV. The calculation puts the energy above the lowest of the compared OMol25 structures with the same formula, charge and spin at 420.3 kJ/mol. As for the total charge: +2. The HOMO energy comes out at -11.6836 eV.


C24H61InN9O13P2 | the ωB97M-V functional and the def2-TZVPD basis

Geometry (Å):
C  4.418  2.099  3.353
C  4.336  1.090  4.479
N  5.295  0.895  5.305
C  3.082  0.316  4.588
In  2.815  -1.219  3.005
O  1.889  -2.836  3.909
P  4.999  -2.059  2.011
N  6.218  -1.070  2.139
O  5.380  -3.478  2.744
O  4.848  -2.504  0.467
P  1.214  -0.223  1.273
O  0.846  -1.108  0.147
O  -0.097  0.303  2.080
O  1.850  1.179  0.729
H  3.855  3.001  3.600
H  4.051  1.690  2.410
H  5.459  2.390  3.199
H  6.096  1.478  5.064
H  2.226  0.992  4.482
H  2.998  -0.154  5.568
H  1.940  -2.695  4.858
H  5.917  -0.216  2.595
H  5.378  -3.319  3.694
H  5.614  -2.125  0.013
H  -0.017  0.122  3.026
H  1.876  1.802  1.471
C  -0.142  5.601  -0.310
C  -0.033  4.235  0.325
O  0.639  4.057  1.335
N  -0.692  3.212  -0.257
C  -1.518  3.233  -1.445
H  0.440  6.297  0.279
H  0.247  5.589  -1.330
H  -1.174  5.947  -0.324
H  -0.566  2.327  0.214
H  -2.529  2.902  -1.207
H  -1.093  2.559  -2.194
H  -1.576  4.233  -1.862
C  -7.294  3.375  -1.802
C  -5.892  2.844  -1.610
O  -4.994  3.520  -1.140
N  -5.653  1.557  -1.994
C  -6.582  0.612  -2.579
H  -7.315  4.402  -1.452
H  -7.583  3.350  -2.855
H  -8.011  2.789  -1.226
H  -4.702  1.260  -1.838
H  -6.668  -0.277  -1.951
H  -6.213  0.307  -3.561
H  -7.561  1.062  -2.696
C  5.936  -5.616  0.725
C  7.290  -6.269  0.795
O  8.288  -5.725  1.241
N  7.377  -7.545  0.303
C  6.324  -8.364  -0.272
H  5.959  -4.616  1.133
H  5.613  -5.573  -0.314
H  5.210  -6.192  1.301
H  8.306  -7.930  0.359
H  6.222  -9.288  0.305
H  6.576  -8.626  -1.303
H  5.374  -7.845  -0.278
C  0.260  7.770  3.001
C  -0.777  8.542  2.216
O  -1.179  8.164  1.130
N  -1.261  9.689  2.774
C  -0.907  10.283  4.045
H  0.536  6.884  2.437
H  1.151  8.377  3.169
H  -0.140  7.455  3.965
H  -1.950  10.153  2.204
H  -1.783  10.359  4.692
H  -0.501  11.287  3.901
H  -0.160  9.680  4.549
C  -8.354  1.576  -7.369
C  -7.599  2.232  -6.235
O  -8.165  2.898  -5.384
N  -6.254  2.047  -6.190
C  -5.414  1.288  -7.095
H  -9.406  1.817  -7.258
H  -8.005  1.946  -8.334
H  -8.233  0.493  -7.342
H  -5.816  2.512  -5.409
H  -4.899  0.489  -6.559
H  -4.660  1.934  -7.547
H  -6.011  0.845  -7.886
C  -3.308  -2.084  3.091
C  -1.849  -2.258  3.448
O  -1.189  -1.378  3.966
N  -1.253  -3.442  3.160
C  -1.830  -4.611  2.541
H  -3.609  -1.082  3.382
H  -3.458  -2.199  2.017
H  -3.929  -2.811  3.617
H  -0.269  -3.461  3.415
H  -1.751  -5.476  3.204
H  -1.308  -4.846  1.611
H  -2.879  -4.445  2.315
C  3.281  -5.031  -2.934
C  3.336  -6.472  -2.483
O  4.039  -6.823  -1.551
N  2.564  -7.374  -3.150
C  1.673  -7.134  -4.265
H  3.942  -4.451  -2.298
H  3.607  -4.935  -3.971
H  2.271  -4.632  -2.840
H  2.645  -8.314  -2.796
H  0.649  -7.413  -4.006
H  1.978  -7.720  -5.135
H  1.684  -6.084  -4.537

Its HOMO-LUMO gap is 6.66 eV. As for the total charge: -1. The HOMO energy comes out at -5.0524 eV.


C24H63BF4O23P5 | the ωB97M-V functional and the def2-TZVPD basis

Geometry (Å):
B  -0.871  1.134  0.621
F  -0.214  2.027  -0.195
F  -1.612  1.723  1.680
F  -1.727  0.360  -0.097
F  -0.008  0.242  1.127
C  -0.759  3.667  -0.671
C  -0.904  4.881  -1.590
O  -1.801  5.654  -1.410
C  0.094  5.127  -2.577
H  0.274  3.570  -0.243
H  -0.966  2.773  -1.042
H  -1.335  3.635  0.095
H  0.890  5.473  -2.326
H  -0.190  5.891  -3.299
H  -0.126  4.226  -3.363
C  -3.847  3.715  0.406
C  -4.771  3.591  1.643
O  -5.431  4.590  1.997
C  -5.023  2.231  2.353
H  -2.649  4.017  0.571
H  -4.170  4.421  -0.278
H  -3.807  2.681  0.133
H  -5.054  1.481  1.457
H  -5.826  2.291  2.996
H  -4.185  1.830  3.006
C  -1.711  -4.946  1.670
C  -0.754  -4.290  0.779
O  0.527  -4.553  0.940
C  -1.172  -3.223  -0.221
H  -2.732  -5.053  1.280
H  -1.977  -4.292  2.465
H  -1.429  -5.817  2.276
H  -2.244  -3.347  -0.355
H  -0.621  -3.158  -1.139
H  -1.242  -2.310  0.382
C  -8.275  -1.149  3.417
O  -6.903  -1.312  3.988
P  -5.708  -1.487  2.998
O  -5.546  -2.950  2.811
O  -6.038  -0.767  1.647
C  -6.104  -1.568  0.382
O  -4.316  -0.931  3.510
C  -3.132  -1.128  2.657
H  -8.965  -1.486  4.264
H  -8.627  -1.939  2.636
H  -8.371  -0.063  3.346
H  -6.276  -1.006  -0.591
H  -6.680  -2.276  0.639
H  -5.115  -1.910  0.233
H  -2.321  -0.535  2.826
H  -3.178  -0.657  1.767
H  -2.936  -2.137  2.402
C  4.712  -1.735  0.490
O  5.671  -0.687  0.560
P  5.288  0.702  1.207
O  5.117  0.642  2.694
O  6.498  1.681  0.845
C  7.836  1.485  0.994
O  3.970  1.311  0.641
C  2.907  1.693  1.444
H  4.804  -2.176  -0.421
H  3.681  -1.339  0.629
H  5.036  -2.527  1.343
H  8.204  0.692  0.484
H  8.248  1.256  1.931
H  8.646  2.317  0.682
H  2.974  2.331  2.360
H  2.311  0.815  1.814
H  2.050  2.084  0.908
C  5.029  0.161  6.086
O  4.232  -0.871  5.559
P  2.929  -0.538  4.595
O  1.821  -1.131  5.356
O  2.685  1.019  4.408
C  1.380  1.407  4.450
O  3.116  -1.409  3.142
C  2.061  -2.150  2.565
H  5.928  -0.150  6.168
H  4.700  0.399  7.072
H  4.837  1.149  5.569
H  0.680  0.824  3.690
H  1.472  2.438  4.571
H  1.013  1.132  5.500
H  1.168  -1.451  2.331
H  1.663  -2.822  3.057
H  2.438  -2.611  1.651
C  -1.440  -3.288  -6.645
O  -1.279  -2.080  -6.100
P  -0.145  -1.935  -4.954
O  0.926  -2.925  -5.091
O  0.448  -0.446  -5.083
C  -0.275  0.701  -5.193
O  -0.805  -2.197  -3.565
C  -2.159  -1.879  -3.189
H  -0.477  -3.740  -7.042
H  -1.918  -3.174  -7.528
H  -1.912  -3.829  -5.763
H  0.551  1.423  -5.336
H  -0.986  1.052  -4.412
H  -0.975  0.660  -6.149
H  -2.535  -2.934  -2.751
H  -2.499  -1.600  -4.162
H  -2.050  -0.993  -2.389
C  2.570  2.377  -2.427
O  2.736  1.464  -3.431
P  3.793  0.298  -3.255
O  4.790  0.580  -2.253
O  2.937  -1.051  -2.823
C  1.726  -0.988  -2.035
O  4.410  -0.112  -4.759
C  3.685  -0.305  -5.911
H  2.533  2.048  -1.389
H  1.449  2.699  -2.596
H  3.120  3.261  -2.664
H  0.888  -0.188  -2.256
H  2.089  -0.707  -1.069
H  1.379  -2.034  -1.881
H  3.141  0.516  -6.100
H  2.836  -0.958  -5.525
H  4.206  -0.601  -6.647

Its HOMO-LUMO gap is 8.36 eV. The calculation puts the energy above the lowest of the compared OMol25 structures with the same formula, charge and spin at 282.2 kJ/mol. As for the total charge: -1. The HOMO energy comes out at -6.5079 eV.


C24H64AsF6HgO24S8 | the ωB97M-V functional and the def2-TZVPD basis

Geometry (Å):
Hg  1.627  1.964  -3.259
As  -0.366  -0.324  -0.259
F  0.615  0.563  -1.552
F  0.030  -1.954  -1.044
F  -1.348  -1.071  1.070
F  -0.571  1.281  0.442
F  -1.768  -0.170  -1.460
F  1.095  -0.481  0.800
O  -2.695  -5.672  -2.407
S  -3.016  -4.283  -2.086
O  -2.544  -3.202  -2.951
O  -4.696  -4.078  -1.931
C  -5.253  -2.793  -1.855
C  -5.923  -2.278  -3.153
C  -2.546  -3.822  -0.362
H  -4.702  -1.979  -1.383
H  -6.071  -2.930  -1.149
H  -6.854  -2.763  -3.448
H  -5.281  -2.192  -4.030
H  -6.201  -1.243  -2.952
H  -1.484  -4.051  -0.272
H  -3.140  -4.436  0.315
H  -2.815  -2.792  -0.131
O  1.159  -1.297  7.361
S  -0.194  -0.741  7.357
O  -0.433  0.385  8.173
O  -0.515  -0.252  5.826
C  0.242  -0.708  4.761
C  -0.293  -1.864  4.009
C  -1.454  -2.048  7.738
H  1.150  -1.083  5.234
H  0.553  0.136  4.146
H  -0.332  -2.712  4.693
H  0.328  -2.248  3.200
H  -1.297  -1.717  3.610
H  -1.940  -1.540  8.571
H  -0.827  -2.929  7.871
H  -2.138  -2.163  6.897
O  -0.634  2.533  -3.394
S  -1.595  3.482  -3.939
O  -1.179  4.523  -4.864
O  -2.766  2.609  -4.770
C  -3.177  1.416  -4.167
C  -4.267  0.874  -5.113
C  -2.722  4.154  -2.673
H  -3.725  1.611  -3.245
H  -2.394  0.659  -4.113
H  -3.826  0.708  -6.096
H  -5.054  1.587  -5.358
H  -4.600  -0.119  -4.813
H  -3.022  3.251  -2.141
H  -3.488  4.686  -3.238
H  -2.162  4.810  -2.007
O  -6.909  1.214  1.027
S  -5.686  1.384  0.269
O  -5.537  1.243  -1.154
O  -4.953  2.862  0.592
C  -5.257  3.512  1.785
C  -4.007  3.404  2.632
C  -4.393  0.344  1.052
H  -6.095  3.131  2.369
H  -5.250  4.577  1.552
H  -4.097  3.879  3.609
H  -3.157  3.798  2.075
H  -3.852  2.337  2.792
H  -3.407  0.581  0.654
H  -4.474  -0.700  0.750
H  -4.223  0.502  2.118
O  1.356  3.492  -1.501
S  1.223  4.936  -1.449
O  0.812  5.630  -2.655
O  0.230  5.381  -0.186
C  -0.223  4.402  0.714
C  -0.794  5.213  1.890
C  2.901  5.581  -0.849
H  0.651  3.870  1.089
H  -0.934  3.669  0.335
H  -1.078  4.596  2.742
H  -1.686  5.763  1.588
H  -0.053  5.960  2.173
H  3.711  5.340  -1.537
H  3.156  5.033  0.058
H  2.844  6.656  -0.679
O  3.112  2.389  0.806
S  3.725  1.467  -0.187
O  3.056  1.423  -1.496
O  5.358  1.853  -0.378
C  5.806  2.408  -1.498
C  7.275  2.490  -1.250
C  3.915  -0.289  0.441
H  5.257  3.342  -1.621
H  5.555  1.796  -2.365
H  7.552  1.440  -1.160
H  7.512  2.896  -0.267
H  7.757  3.216  -1.905
H  3.817  -0.246  1.526
H  4.898  -0.630  0.115
H  3.098  -0.836  -0.030
O  3.932  -5.510  1.181
S  2.635  -5.270  1.830
O  1.815  -6.317  2.480
O  2.976  -4.194  3.016
C  2.175  -4.200  4.194
C  2.986  -4.831  5.318
C  1.544  -4.123  0.853
H  1.167  -4.592  4.063
H  2.098  -3.193  4.605
H  3.133  -5.829  4.903
H  2.362  -5.024  6.190
H  3.889  -4.274  5.565
H  1.664  -3.120  1.260
H  0.487  -4.379  0.936
H  1.882  -4.303  -0.167
O  4.111  -1.417  -6.070
S  4.301  -0.945  -4.692
O  3.399  0.048  -4.061
O  4.493  -2.218  -3.702
C  3.422  -3.178  -3.611
C  2.603  -3.004  -2.376
C  6.053  -0.426  -4.672
H  3.679  -4.237  -3.648
H  2.750  -3.095  -4.466
H  3.158  -3.244  -1.469
H  1.745  -3.677  -2.378
H  2.262  -1.970  -2.339
H  6.341  -0.228  -3.639
H  6.238  0.433  -5.317
H  6.695  -1.291  -4.837

Its HOMO-LUMO gap is 5.74 eV. The calculation puts the energy above the lowest of the compared OMol25 structures with the same formula, charge and spin at 607.7 kJ/mol. As for the total charge: +1. The HOMO energy comes out at -12.5175 eV.


Question: Look up the HOMO of the first one.
Answer: -11.6836 eV